The following is a quantum chemistry calculation of a 4-piece molecular cluster, C2H12N2O3 overall in a non-equilibrium geometry, from the OMol25 dataset.

Cartesian coordinates (Å):
1 O -0.2480 -2.1044 -0.6703
2 O 2.8862 -0.3482 -0.5064
3 O -2.8354 -2.0469 0.1659
4 N -0.5219 2.3884 1.8756
5 N 0.3808 0.5831 -1.2600
6 C -0.3478 1.3137 -0.2644
7 C 0.2476 1.6617 0.8969
8 H -1.9816 -2.4631 -0.1715
9 H -1.3827 1.5296 -0.5380
10 H 1.1988 1.2086 1.3141
11 H 0.4632 0.9776 -2.2165
12 H 1.3217 0.3022 -0.8902
13 H -3.2418 -2.8192 0.5213
14 H 3.5995 -0.2889 0.1877
15 H 3.0506 -1.0533 -1.1957
16 H -0.4208 -1.8370 -1.5971
17 H -0.3046 2.0750 2.8243
18 H -1.4793 2.2499 1.6955
19 H -0.3845 -1.3289 -0.1710

## Properties
Relative energy (zero: lowest compared OMol25 entry of this formula, charge and spin), kJ/mol: 155.0
E_tot, eV: -11390.14193
Highest occupied orbital energy, eV: -7.28
Largest force on an atom, Eh/bohr: 0.0520
Structure (SMILES): N/C=C/N.O.O.O

The following is a quantum chemistry calculation of C35H37AsCl3IMnN2O9S2Sb as an isolated structure, from the OMol25 dataset.

Cartesian coordinates (Å):
1 I 3.1663 -5.9344 -0.0122
2 Sb 0.8591 0.9889 -2.7708
3 As 0.5969 1.9651 2.9125
4 Mn 0.1052 1.2085 -0.1054
5 Cl -4.5007 -1.2583 1.8830
6 Cl -5.9127 5.3932 2.3361
7 Cl -2.0557 5.3263 6.0409
8 S 2.7786 2.1812 0.1190
9 S -5.6966 -1.4153 -0.8405
10 O -0.9606 -0.2278 -0.5215
11 O -6.4837 2.2851 2.0273
12 O 2.7161 0.7370 -0.0303
13 O 3.6128 2.8930 -0.8046
14 O 0.2525 0.7940 1.7298
15 O 1.3490 2.7006 0.0957
16 O 0.1090 1.6666 4.4326
17 O -0.2026 3.4113 2.2980
18 O -2.5071 -1.7956 -0.5703
19 N -1.5210 2.5536 -0.5517
20 N -3.5862 3.1099 -0.0738
21 C 4.6424 2.9141 1.9183
22 C -2.6148 3.1845 4.4879
23 C -1.5734 3.9164 -0.3637
24 C 2.4864 2.3814 2.8782
25 C -5.6974 -0.7734 0.7487
26 C -0.7337 -0.1530 -5.1927
27 C 3.3183 2.5386 1.7677
28 C -4.6549 4.5017 3.1457
29 C 2.8575 0.5368 -3.3426
30 C -3.3310 2.5563 3.4781
31 C -7.0856 -0.4987 -1.2407
32 C -1.3416 -1.4776 -0.4470
33 C -6.9003 0.9289 2.2134
34 C -0.5753 -3.8340 -0.5506
35 C -2.8522 4.2765 -0.0790
36 C 4.3499 2.9595 4.3000
37 C 5.1586 3.1277 3.1896
38 C -4.3654 3.1871 2.7910
39 C 0.4921 2.7687 -3.8915
40 C -2.7507 2.1028 -0.3630
41 C 0.3970 -4.8169 -0.4724
42 C 3.0050 0.2907 -4.8393
43 C -5.1033 2.4059 1.7270
44 C 3.0186 2.5919 4.1438
45 C 1.6939 -4.4621 -0.1248
46 C 2.0214 -3.1436 0.1513
47 C 1.0415 -2.1651 0.0620
48 C -4.9826 2.9659 0.3064
49 C -3.9531 5.1644 4.1379
50 C -2.9377 4.4936 4.8010
51 C -0.2579 -2.5036 -0.2969
52 C -6.7076 0.1204 0.9664
53 C -7.5109 0.2683 -0.2032
54 C -0.2688 -0.5165 -3.7869
55 C 1.6525 3.7539 -3.7684
56 H -3.3067 5.2281 0.1398
57 H 0.1495 -5.8491 -0.6796
58 H 0.2971 2.4987 -4.9306
59 H -4.6370 1.4185 1.7146
60 H -1.1155 -0.7470 -3.1405
61 H -3.0754 1.5337 3.2199
62 H 2.6642 1.1469 -5.4274
63 H -6.3642 0.4799 3.0539
64 H -0.7876 3.7293 2.9990
65 H 3.1551 -0.3296 -2.7509
66 H 2.5543 3.3744 -4.2517
67 H -3.0451 1.0632 -0.4138
68 H -5.4758 2.2738 -0.3759
69 H 4.7486 3.1200 5.2930
70 H -1.2924 -0.9794 -5.6367
71 H 3.4686 1.3704 -2.9969
72 H 5.2592 3.0420 1.0389
73 H 0.3706 -1.4026 -3.7957
74 H -0.4263 3.1970 -3.4872
75 H 4.0490 0.1104 -5.1032
76 H -1.3923 0.7180 -5.1851
77 H -0.6858 4.5233 -0.4126
78 H -8.3655 0.9302 -0.2538
79 H 2.4326 -0.5813 -5.1632
80 H -1.5944 -4.0842 -0.8139
81 H 1.4032 4.7061 -4.2402
82 H -7.5149 -0.5727 -2.2278
83 H 1.3110 -1.1463 0.3030
84 H 6.1930 3.4236 3.3046
85 H -4.1973 6.1864 4.3894
86 H 1.9067 3.9552 -2.7264
87 H 0.1026 0.0735 -5.8575
88 H -7.9562 0.9894 2.4727
89 H -5.4663 3.9353 0.2226
90 H 2.3730 2.4625 5.0033
91 H 3.0284 -2.8731 0.4386
92 H -1.8071 2.6651 4.9915

## Properties
2S+1: 5
Relative energy (zero: lowest compared OMol25 entry of this formula, charge and spin), kJ/mol: 4.7
E_tot, eV: -224340.42145
Highest occupied orbital energy (alpha / beta), eV: -8.80 / -8.81
Largest force on an atom, Eh/bohr: 0.0136